Below is a single C3H7N3O2 molecule at a distorted geometry, with properties calculated with ωB97M-V with the def2-TZVPD basis set.

CARTESIAN COORDINATES (ANGSTROEM)
C 0.668 0.593 -1.088
C 1.606 0.095 -0.026
C -0.195 -0.182 0.257
N -2.361 0.517 0.467
N -0.469 -1.505 0.270
O 2.159 1.168 0.664
N -1.033 0.818 0.298
O 2.202 -1.005 -0.049
H 2.903 0.802 1.164
H -2.926 1.336 0.293
H -2.709 -0.292 -0.044
H -1.299 -1.849 0.724
H 0.366 -2.082 0.212
H 0.521 -0.075 -1.930
H 0.566 1.662 -1.212

Calculated values
Relative energy (zero: lowest compared OMol25 entry of this formula, charge and spin) ... 5.088 eV
Total energy ... -433.13578 Ha
Charge ... 0